1.
DFT (ωB97M-V/def2-TZVPD) results for a molecular structure, C4H4OSr at a distorted geometry.

CARTESIAN COORDINATES (ANGSTROEM)
H (1.03069, -1.91517, -1.78886)
C (1.90061, 0.01936, -2.27740)
O (2.20878, 1.46983, -0.29230)
C (0.53039, -1.23348, -3.75522)
H (0.29515, -2.24089, -4.10132)
Sr (3.13404, 2.22944, 2.01578)
C (2.02023, 0.80583, -1.25643)
H (0.06449, -0.40417, -4.29255)
C (0.94628, -1.06907, -2.47416)
H (1.98924, 0.51797, -3.34062)

As for the total energy: -260.04181 a.u. As for the net charge: +2. For the gap between HOMO and LUMO, the calculation gives 0.1704 hartree. For the molar mass, the calculation gives 155.7 g/mol.

Löwdin population analysis, charges in e, atoms 1 to 4:
1 H 0.11
2 C -0.07
3 O -0.07
4 C 0.05


2.
DFT (ωB97M-V/def2-TZVPD) results for a molecular structure, C5H7NO at a distorted geometry.

CARTESIAN COORDINATES (ANGSTROEM)
C (0.32110, -1.43350, 1.29227)
C (-0.18980, 1.07966, 0.46814)
N (-0.57232, 1.51122, -1.87103)
H (-0.26074, 0.26198, -1.94434)
H (-1.44791, 1.75831, -2.32380)
O (0.33513, 1.36763, 1.67220)
H (0.15761, -1.84105, -1.92727)
C (0.06065, -0.78367, -0.01444)
H (0.36372, -2.51587, 1.15790)
C (0.06797, -1.00681, -1.25970)
H (0.88780, 2.15898, 1.60894)
H (-0.46152, -1.19168, 2.01074)
H (1.25901, -1.07959, 1.72279)
C (-0.52071, 1.71437, -0.59241)

As for the total energy: -324.51301 a.u. For the gap between HOMO and LUMO, the calculation gives 0.3115 hartree. For the molar mass, the calculation gives 97.1 g/mol. The energy above the lowest of the compared OMol25 structures with the same formula, charge and spin comes out at 555.2 kJ/mol.

Löwdin population analysis, charges in e, atoms 1 to 4:
1 C -0.09
2 C -0.24
3 N 0.05
4 H 0.09


3.
DFT (ωB97M-V/def2-TZVPD) results for a single CHF3O molecule at a distorted geometry.

CARTESIAN COORDINATES (ANGSTROEM)
F (-0.27994, 0.92097, -1.40045)
O (-0.23031, -1.19920, -0.23592)
C (-0.02496, 0.44559, -0.24415)
H (-0.61764, 0.69278, 0.74878)
F (-0.08339, -1.60814, 1.09070)
F (1.23624, 0.74800, 0.04103)

As for the total energy: -413.37946 a.u. The SMILES is FOC(F)F. For the gap between HOMO and LUMO, the calculation gives 0.4597 hartree. For the molar mass, the calculation gives 86.0 g/mol. The energy above the lowest of the compared OMol25 structures with the same formula, charge and spin comes out at 476.3 kJ/mol.

Löwdin population analysis, charges in e, atoms 1 to 4:
1 F 0.19
2 O -0.03
3 C -0.37
4 H 0.19


4.
DFT (ωB97M-V/def2-TZVPD) results for 2 unconnected molecules or ions with the total composition C13H31N4O3 at a distorted geometry.

CARTESIAN COORDINATES (ANGSTROEM)
C (2.64208, 1.49941, -2.26894)
C (-3.90171, 0.09176, 2.44740)
N (-2.42565, -2.69310, 0.30252)
H (5.52421, 1.74747, -2.38939)
C (3.80294, 0.51411, -4.33919)
H (4.48889, 3.18249, -2.70016)
H (4.85071, 0.52378, -4.02626)
N (-6.46341, 0.76443, 2.71204)
H (1.77235, 1.30721, -1.62863)
C (-0.78244, 0.57182, 1.34391)
N (-3.24437, -0.44233, 1.19450)
H (-6.98667, 0.99935, 1.83302)
H (5.33857, 2.98974, -1.15452)
H (3.27682, -1.79526, 0.76702)
C (2.84382, 0.26621, -3.17789)
H (-6.01570, 1.60196, 3.14432)
O (-1.49038, -0.68799, -1.81028)
C (-2.71061, -1.80309, 1.52991)
H (-1.80097, -1.83929, 2.26438)
H (0.96422, 0.06144, -0.03356)
O (3.72733, 1.75311, -1.37151)
H (3.70407, -0.27797, -5.08992)
H (2.61842, -1.12110, -1.69769)
H (1.21462, -2.15846, 2.23153)
H (2.40291, 2.39681, -2.85210)
C (4.81614, 2.45391, -1.95225)
H (4.12777, -0.59489, -1.86826)
C (-5.50211, -0.38792, 2.52271)
C (2.98438, -0.91187, 1.51466)
H (1.27671, -0.36658, 3.00188)
C (-2.13012, 0.40540, -1.07066)
C (1.39641, -1.00113, 2.00297)
H (3.23630, 0.12776, 1.02891)
H (3.58405, 1.46682, -4.83224)
H (-2.70901, 1.59417, 0.76388)
C (0.33867, -0.49337, 0.81762)
H (3.70605, -1.06846, 2.45261)
C (-2.23863, 0.50647, 0.59557)
H (-5.74608, -1.03392, 1.56464)
N (3.31466, -0.89836, -2.41047)
O (-2.68566, 1.39022, -1.83125)
H (-1.89638, -3.55104, 0.58944)
H (-3.92491, 1.25776, 2.54128)
H (-3.35640, -3.04200, -0.07780)
H (1.86773, 0.01789, -3.61396)
H (-0.08623, -1.47177, 0.33632)
H (-5.57103, -1.14227, 3.44291)
H (-0.93126, 0.36748, 2.50540)
H (-3.59283, -2.37665, 2.09615)
H (-0.31034, 1.66303, 1.27090)
H (-3.31793, -0.36322, 3.37846)

As for the total energy: -958.47538 a.u. As for the net charge: -1. For the gap between HOMO and LUMO, the calculation gives 0.2407 hartree. For the molar mass, the calculation gives 291.4 g/mol.

Löwdin population analysis, charges in e, atoms 1 to 4:
1 C -0.18
2 C -0.20
3 N -0.01
4 H 0.07


- What is the formula in the third record?
  CHF3O


Please write out number 1 again, unchanged.
DFT (ωB97M-V/def2-TZVPD) results for a molecular structure, C4H4OSr at a distorted geometry.

CARTESIAN COORDINATES (ANGSTROEM)
H (1.03069, -1.91517, -1.78886)
C (1.90061, 0.01936, -2.27740)
O (2.20878, 1.46983, -0.29230)
C (0.53039, -1.23348, -3.75522)
H (0.29515, -2.24089, -4.10132)
Sr (3.13404, 2.22944, 2.01578)
C (2.02023, 0.80583, -1.25643)
H (0.06449, -0.40417, -4.29255)
C (0.94628, -1.06907, -2.47416)
H (1.98924, 0.51797, -3.34062)

As for the total energy: -260.04181 a.u. As for the net charge: +2. For the gap between HOMO and LUMO, the calculation gives 0.1704 hartree. For the molar mass, the calculation gives 155.7 g/mol.

Löwdin population analysis, charges in e, atoms 1 to 4:
1 H 0.11
2 C -0.07
3 O -0.07
4 C 0.05